The following is a DFT calculation (ωB97M-V/def2-TZVPD) of a structure of composition C5H14N2 in a non-equilibrium geometry.

Atoms and positions in Å:
C1 -0.851 1.190 -0.579
C2 -0.424 1.755 -1.918
N1 -1.418 -0.302 2.254
N2 -2.452 0.165 1.839
H1 -2.905 0.864 2.474
H2 -0.908 1.934 0.209
H3 -1.790 0.648 -0.630
H4 -0.309 0.958 -2.649
H5 -1.168 2.453 -2.301
H6 0.528 2.279 -1.836
C3 0.990 -1.129 -0.228
C4 0.236 -2.007 0.551
C5 2.261 -0.529 0.289
H7 0.921 -1.200 -1.308
H8 -0.071 0.357 -0.255
H9 0.753 -2.543 1.342
H10 2.287 -0.523 1.377
H11 -0.726 -1.134 1.456
H12 -0.444 -2.663 0.022
H13 3.130 -1.078 -0.075
H14 2.359 0.506 -0.034

Results
HOMO-LUMO gap (alpha / beta)	7.54 / 7.54	eV
molar mass	102.181	Da
strongest force on any atom	0.063	Eh/bohr